Record 1
Entry from the Open Molecules 2025 dataset: an isolated molecule of C22H22N6OS2 at a distorted geometry (ωB97M-V/def2-TZVPD).

Structure (XYZ):
```
53
Properties=species:S:1:pos:R:3:nbo_charge:R:1
S 5.292 -0.784 -1.693 0.351
S 1.703 -0.644 -0.913 0.369
O -5.183 -0.979 -0.768 -0.658
N -0.985 -0.501 -1.381 -0.395
N 0.200 1.124 -2.300 -0.332
N -1.095 1.326 -2.589 -0.268
N -0.023 -2.134 -0.155 -0.447
N 4.645 1.098 -0.035 -0.444
N -3.892 0.854 -0.905 -0.440
C -0.010 -3.245 0.554 0.067
C -2.358 -3.494 0.288 -0.142
C -2.376 -2.330 -0.460 -0.278
C 6.442 -0.328 -0.474 -0.247
C -1.811 0.378 -2.062 0.306
C 4.195 0.446 -1.036 0.109
C -1.162 -3.970 0.808 -0.264
C 7.710 -0.831 -0.235 -0.205
C -3.445 2.139 -0.411 -0.232
C 2.863 0.630 -1.624 -0.602
C 7.916 0.728 1.599 -0.216
C 0.275 0.043 -1.576 0.173
C -3.453 1.871 2.122 -0.393
C 6.655 1.234 1.367 -0.221
C -2.605 2.027 0.864 -0.408
C -3.295 0.393 -2.150 -0.262
C -4.316 0.612 2.122 -0.391
C 8.439 -0.292 0.807 -0.213
C -4.826 0.090 -0.298 0.700
C 5.901 0.708 0.323 0.176
C -5.378 0.598 1.016 -0.501
C -1.162 -1.675 -0.656 0.377
H 0.959 -3.548 0.922 0.204
H -4.098 2.747 2.228 0.193
H 8.111 -1.621 -0.851 0.218
H 9.430 -0.669 1.010 0.215
H -2.842 2.590 -1.202 0.239
H -4.823 0.545 3.087 0.215
H -3.283 -4.024 0.460 0.228
H -3.307 -1.965 -0.854 0.261
H 8.512 1.128 2.406 0.215
H -1.997 2.929 0.957 0.219
H 2.455 1.606 -1.371 0.267
H -6.181 -0.087 1.291 0.241
H -1.923 1.179 0.772 0.202
H -3.549 1.090 -2.957 0.233
H -2.792 1.844 2.991 0.213
H 6.239 2.024 1.972 0.225
H -3.716 -0.587 -2.383 0.255
H -4.306 2.791 -0.229 0.198
H 2.865 0.487 -2.702 0.241
H -5.807 1.594 0.892 0.216
H -1.127 -4.876 1.391 0.225
H -3.681 -0.272 2.023 0.204
```

F_max, eV/Å: 1.7
2S+1: 1
E_LUMO, eV: 0.5
Energy, a.u.: -2051.73417
Orbital gap, eV: 8.9

---

Record 2
Entry from the Open Molecules 2025 dataset: a structure of composition C22H16N2O2Pd (ωB97M-V/def2-TZVPD).

Structure (XYZ):
```
43
Properties=species:S:1:pos:R:3:nbo_charge:R:1
Pd -0.121 0.495 0.931 -0.138
O -2.571 0.779 -2.780 -0.771
O -1.359 0.025 -1.031 -0.715
N -0.397 2.524 -0.651 -0.386
N 2.992 0.660 0.602 -0.866
C 3.406 -0.465 1.312 0.286
C -0.276 6.213 -0.379 -0.226
C -1.769 4.715 -1.711 -0.219
C -1.813 0.902 -1.793 0.729
C 4.245 -2.731 2.739 -0.290
C 1.399 5.197 1.030 -0.240
C 3.294 -1.858 3.261 -0.192
C 0.726 0.719 2.745 -0.275
C -0.701 4.931 -0.800 -0.034
C 4.795 -2.452 1.499 -0.230
C 4.370 -1.334 0.797 -0.310
C -0.042 3.790 -0.295 0.121
C 1.652 1.458 5.395 -0.309
C 2.385 0.607 4.585 -0.256
C -2.114 3.441 -2.041 -0.222
C -1.398 2.352 -1.469 0.123
C 1.015 3.945 0.636 -0.160
C 0.016 1.577 3.634 -0.274
C 0.446 1.942 4.899 -0.254
C 2.867 -0.713 2.595 -0.095
C 1.950 0.240 3.304 -0.047
C 0.752 6.343 0.514 -0.238
H 1.066 7.329 0.839 0.189
H -2.295 5.570 -2.125 0.186
H 1.936 0.671 0.609 0.406
H -0.785 7.089 -0.771 0.184
H 1.459 3.038 1.034 0.270
H 4.778 -1.125 -0.187 0.183
H -0.931 1.983 3.293 0.190
H -2.912 3.203 -2.731 0.234
H 2.014 1.739 6.380 0.174
H -0.160 2.616 5.502 0.174
H 4.544 -3.613 3.294 0.183
H 2.195 5.310 1.756 0.205
H 3.294 0.619 -0.364 0.343
H 2.857 -2.065 4.232 0.200
H 3.335 0.218 4.945 0.183
H 5.538 -3.112 1.063 0.182
```

F_max, eV/Å: 0.4
2S+1: 1
E_LUMO, eV: 4.8
Charge: -2
Energy, a.u.: -1235.83465
Orbital gap, eV: 3.9

---

Record 3
Entry from the Open Molecules 2025 dataset: an isolated molecule of C2H5N3S at a distorted geometry (ωB97M-V/def2-TZVPD).

Structure (XYZ):
```
11
Properties=species:S:1:pos:R:3:nbo_charge:R:1
S 1.098 0.357 1.642 0.508
N 0.255 -0.225 -0.866 -0.271
N 0.380 -0.129 -2.230 -0.624
N -0.416 0.178 2.345 -0.574
C 1.110 0.309 -0.070 -0.213
C -1.521 -0.016 1.756 -0.074
H 1.982 0.823 -0.458 0.175
H -1.644 -0.099 0.630 0.192
H -0.134 -0.926 -2.629 0.366
H -2.462 -0.087 2.398 0.179
H 1.352 -0.184 -2.518 0.335
```

F_max, eV/Å: 2.6
2S+1: 1
E_LUMO, eV: 0.8
Energy, a.u.: -641.57167
Orbital gap, eV: 9.2

---

Record 4
Entry from the Open Molecules 2025 dataset: a cluster of 2 separate species, H4S4 in total (ωB97M-V/def2-TZVPD).

Structure (XYZ):
```
8
Properties=species:S:1:pos:R:3:nbo_charge:R:1
S 1.676 -1.827 -0.645 -0.120
S 2.552 -0.980 1.025 -0.133
S -0.942 1.147 0.349 -0.130
S -2.119 2.410 -0.755 -0.112
H 1.989 -1.679 2.034 0.123
H 0.595 -1.056 -0.656 0.125
H -1.708 0.084 0.648 0.123
H -2.043 1.903 -2.000 0.125
```

F_max, eV/Å: 0.7
2S+1: 1
E_LUMO, eV: 0.2
Energy, a.u.: -1595.12431
Orbital gap, eV: 9.8

---

Record 5
Entry from the Open Molecules 2025 dataset: a structure of composition C24H19AuF6O7P2S2Se (ωB97M-V/def2-TZVPD).

Structure (XYZ):
```
62
Properties=species:S:1:pos:R:3:nbo_charge:R:1
Au 0.101 -1.370 -0.148 1.104
Se -0.047 -3.701 -2.264 2.752
S 2.530 -2.212 -2.038 2.585
S -1.958 -0.821 0.676 -0.086
P 1.427 -1.131 4.171 2.603
P 0.596 0.853 0.003 1.258
F -0.121 -0.674 4.375 -0.598
F 1.860 0.443 4.172 -0.603
F 2.960 -1.547 3.923 -0.587
F 1.212 -1.019 2.534 -0.625
F 1.632 -1.200 5.764 -0.587
F 0.970 -2.668 4.117 -0.583
O -0.344 -5.219 -2.617 -0.968
O 2.114 -1.218 -2.979 -0.956
O -0.350 -3.378 -0.653 -1.058
O 3.891 -2.625 -2.013 -0.926
O 2.059 -1.888 -0.642 -1.023
O 1.726 -3.588 -2.370 -0.956
O -0.617 -2.542 -3.205 -1.015
C -4.217 -2.843 -2.039 -0.191
C -2.133 3.697 1.003 -0.209
C -1.427 2.596 3.025 -0.220
C -0.542 1.380 -3.847 -0.191
C -0.578 1.783 2.291 -0.103
C 4.765 1.539 1.782 -0.159
C -3.200 -2.070 -1.500 -0.265
C -0.517 1.927 0.908 -0.438
C -5.194 -3.393 -1.221 -0.222
C 0.595 1.337 -1.731 -0.444
C -3.135 -1.874 -0.127 -0.073
C -2.203 3.551 2.383 -0.188
C 2.232 1.135 0.690 -0.594
C -4.097 -2.450 0.701 -0.254
C -5.133 -3.188 0.150 -0.209
C 2.551 2.365 1.284 -0.160
C 1.723 1.897 -2.317 -0.099
C 4.468 0.312 1.197 -0.343
C 3.815 2.555 1.818 -0.220
C 3.211 0.179 0.677 0.383
C -0.539 1.071 -2.499 -0.177
C 0.584 1.945 -4.431 -0.179
C -1.293 2.884 0.259 -0.188
C 1.712 2.204 -3.669 -0.220
H -1.475 2.467 4.098 0.230
H 5.739 1.700 2.227 0.214
H -2.737 4.442 0.501 0.212
H 0.586 2.166 -5.491 0.213
H 4.055 3.499 2.289 0.214
H -2.866 4.184 2.958 0.212
H -1.248 2.998 -0.816 0.227
H -5.988 -3.993 -1.647 0.207
H -2.435 -1.674 -2.152 0.243
H -1.415 1.157 -4.446 0.218
H 5.184 -0.499 1.171 0.241
H -4.021 -2.329 1.774 0.224
H -4.233 -3.017 -3.107 0.215
H 1.808 3.150 1.347 0.222
H 0.024 1.046 2.800 0.266
H -5.878 -3.628 0.801 0.209
H -1.406 0.608 -2.043 0.232
H 2.617 2.067 -1.730 0.219
H 2.598 2.620 -4.129 0.215
```

F_max, eV/Å: 0.3
2S+1: 2
E_LUMO (alpha / beta), eV: 0.6 / 0.6
Charge: -1
Energy, a.u.: -6068.23835
Orbital gap (alpha / beta), eV: 7.0 / 7.1
Expectation value of S²: 0.760

---

Record 6
Entry from the Open Molecules 2025 dataset: a structure of composition C28H31BaN3O7PSTe at a distorted geometry (ωB97M-V/def2-TZVPD).

Structure (XYZ):
```
73
Properties=species:S:1:pos:R:3:mulliken_charge:R:1
Ba -0.155 -0.324 -0.232 2.339
Te -2.440 -1.110 -2.196 0.200
S -1.706 1.783 -1.409 1.783
P -2.922 -1.137 0.226 0.599
O -1.838 1.385 0.015 -0.943
O -4.012 -0.207 0.869 -0.242
O -2.833 1.305 -2.205 -0.784
O 1.189 -2.167 0.832 -0.459
O -1.744 -1.276 1.162 -0.873
O 1.110 0.858 1.440 -0.154
O -3.661 -2.539 0.053 -0.119
N 1.121 -1.109 -2.414 0.368
N 1.989 0.563 0.764 0.170
N -0.299 1.234 -1.912 -0.628
C -0.067 0.859 -3.263 -0.005
C 1.153 -0.649 -4.789 0.711
C 5.786 -3.822 1.813 -0.419
C -0.719 4.297 -1.147 -0.575
C 5.355 -2.928 0.840 -0.761
C -4.100 -3.266 1.232 -0.223
C -6.343 0.063 1.354 -1.377
C 3.614 -3.779 2.835 -0.489
C -2.761 5.462 -2.615 -0.878
C 1.794 -2.353 1.876 0.456
C -0.192 1.149 -5.662 -1.060
C -5.450 -3.878 0.948 -1.217
C -2.803 4.100 -2.356 -0.288
C 0.759 -0.325 -3.480 -0.018
C 0.653 0.104 -5.884 -0.775
C 2.053 -1.733 -4.947 -0.627
C 2.477 -2.437 -3.858 -1.028
C -1.784 3.529 -1.609 -0.260
C 3.176 -2.890 1.855 0.563
C -0.544 1.538 -4.347 -0.032
C 1.942 -2.111 -2.595 -0.268
C 4.914 -4.256 2.802 -0.638
C -1.721 6.256 -2.144 0.967
C 4.048 -2.472 0.854 -0.164
C -1.680 7.730 -2.430 -1.493
C -5.314 -0.020 0.255 -0.173
C 1.174 -1.998 3.200 -1.248
C -0.700 5.652 -1.408 -0.939
H -5.520 -0.846 -0.427 0.386
H -0.583 1.718 -6.495 0.411
H 1.922 -1.855 3.974 0.430
H -3.356 -4.033 1.443 0.359
H -6.398 -0.876 1.906 0.300
H -0.997 7.938 -3.256 0.303
H 2.935 -4.115 3.609 0.444
H 0.955 -0.163 -6.888 0.416
H -7.322 0.276 0.925 0.392
H -1.324 8.285 -1.563 0.390
H -4.143 -2.590 2.087 0.310
H 3.696 -1.766 0.111 0.345
H 6.807 -4.178 1.802 0.393
H -1.169 2.409 -4.199 0.436
H -3.552 5.912 -3.202 0.356
H -5.745 -4.521 1.778 0.379
H 6.041 -2.589 0.075 0.421
H 3.183 -3.251 -3.950 0.432
H 5.251 -4.956 3.554 0.402
H -3.612 3.488 -2.727 0.555
H -6.213 -3.109 0.821 0.258
H 0.563 -1.103 3.084 0.219
H 0.086 3.835 -0.589 0.441
H 0.492 -2.797 3.501 0.389
H -6.086 0.857 2.054 0.338
H 2.396 -1.989 -5.942 0.438
H -2.664 8.106 -2.705 0.370
H 2.183 -2.700 -1.716 0.692
H 0.123 6.255 -1.044 0.387
H -5.411 -4.478 0.040 0.315
H -5.275 0.902 -0.324 0.294
```

F_max, eV/Å: 4.8
2S+1: 1
E_LUMO (alpha / beta), eV: -4.2 / -3.7
Charge: +1
Energy, a.u.: -2809.35541
Orbital gap (alpha / beta), eV: 6.5 / 6.5